1.
{"formula": "C3H4Cl3N4", "method": "ωB97M-V with the def2-TZVPD basis set", "symbols": ["N", "N", "C", "Cl", "N", "C", "Cl", "N", "C", "Cl", "H", "H", "H", "H"], "xyz": [[-1.548696, 0.140809, -0.367465], [-0.460355, 0.606938, 0.391920], [-0.444137, 1.499398, 1.350384], [-1.837472, 2.206676, 2.040919], [0.632661, 2.093532, 1.819769], [1.850450, 1.537113, 1.539227], [3.238239, 2.158927, 2.060065], [1.896240, 0.464744, 0.660076], [0.828509, 0.287908, -0.250235], [1.021110, 1.380116, -1.638722], [-2.439588, 0.366009, 0.000958], [-1.362445, 0.538787, -1.224765], [2.502064, -0.358776, 0.806443], [0.626913, -0.741580, -0.468205]], "forces_ev_per_a": [[1.3, -1.4, 1.9], [-0.1, 0.6, 0.4], [-0.8, 1.2, 0.1], [-0.4, -0.9, -0.5], [4.2, -0.9, -0.1], [-4.4, -0.9, -1.8], [1.5, 0.7, 1.0], [0.3, -0.4, 1.3], [-1.3, 0.4, 1.0], [0.0, -0.3, -0.3], [-0.8, 0.5, 0.6], [-0.4, 1.0, -2.7], [-0.1, 1.1, -0.1], [0.8, -0.6, -1.0]], "lowdin_charge": [0.158, -0.144, -0.727, 0.854, 0.065, -0.782, 0.964, 0.027, -0.620, 0.750, 0.090, 0.045, 0.182, 0.138], "de_lowest_kj_mol": 0.0, "multiplicity": 1, "energy_ha": -1716.011723, "smiles": "NN1C(Cl)=NC(Cl)=[NH+][C@@H]1Cl", "homo_lumo_gap_ha": 0.3323, "charge": 1}


2.
{"formula": "C8H27NO7Zn", "method": "ωB97M-V with the def2-TZVPD basis set", "symbols": ["Zn", "O", "H", "H", "H", "O", "H", "C", "C", "C", "O", "C", "N", "H", "H", "H", "H", "H", "H", "H", "H", "H", "H", "H", "C", "C", "O", "O", "H", "H", "H", "H", "H", "H", "C", "C", "O", "O", "H", "H", "H", "H", "H", "H"], "xyz": [[-0.043710, -0.149132, -2.845874], [-2.349873, -0.493675, 0.420644], [-1.481723, -0.618077, -0.197889], [-2.200246, -0.406669, 1.433096], [-3.049156, -1.125458, 0.203667], [-0.362363, -0.671468, -1.020705], [0.209803, -0.969284, -0.305785], [0.804075, -0.272908, 2.269688], [-0.210781, -0.747093, 3.311457], [0.124864, -0.132093, 4.665951], [-0.728599, -0.746738, 5.617167], [-0.235988, -0.776219, 6.928315], [-1.619503, -0.410976, 2.966586], [0.449866, 0.488673, 1.572582], [1.120264, -1.149241, 1.688242], [1.745409, 0.102315, 2.673185], [-0.118509, -1.822029, 3.454509], [-0.035065, 0.952699, 4.686284], [1.140270, -0.414268, 4.965037], [-0.858790, -1.375419, 7.589821], [-0.218871, 0.218483, 7.391298], [0.775343, -1.196623, 6.977732], [-2.024854, 0.084917, 3.758502], [-2.134053, -1.291776, 3.017310], [-1.216675, 1.533244, -5.001350], [-1.338432, 2.299487, -3.728726], [-1.563416, 1.363102, -2.630064], [-0.234700, 0.454243, -4.834852], [-0.824705, 2.166120, -5.795588], [-2.171299, 1.091168, -5.283610], [-2.124391, 3.053273, -3.729126], [-0.441801, 2.861867, -3.450228], [-2.092696, 1.795656, -1.953124], [-0.262026, -0.082431, -5.635514], [2.602803, -0.885971, -3.446548], [2.645120, 0.036172, -2.251951], [1.570155, 1.037767, -2.313625], [1.317422, -1.606437, -3.542209], [3.421056, -1.600768, -3.356022], [2.726931, -0.373408, -4.402504], [3.559052, 0.620883, -2.319293], [2.477359, -0.535213, -1.341206], [1.823245, 1.859768, -1.885199], [1.429187, -2.166464, -4.320081]], "forces_ev_per_a": [[-0.4, 0.0, 0.7], [-0.9, 0.0, -0.2], [0.7, 0.1, -0.9], [0.7, 0.4, 0.6], [0.0, 0.0, 0.1], [-1.0, -0.2, 0.7], [0.5, -0.1, -0.6], [0.4, -0.6, -0.7], [0.5, 0.9, 0.5], [-0.3, -0.9, 0.9], [-0.7, -0.2, -0.5], [0.5, 0.4, 1.0], [-0.6, -1.0, -0.2], [-0.3, 0.0, 0.2], [-0.1, 0.1, -0.2], [-0.2, 0.0, 0.4], [-0.1, 0.0, -0.1], [0.3, 0.1, -0.2], [0.2, 0.4, -0.4], [-0.3, -0.2, -0.5], [0.1, 0.1, -0.2], [0.0, 0.0, -0.1], [0.0, 0.3, -0.2], [0.1, 0.0, 0.3], [0.2, -0.1, -0.6], [0.4, 0.5, 1.4], [0.0, 0.1, -1.0], [-0.5, 0.4, 0.6], [-0.3, 0.2, 0.0], [0.0, 0.0, 0.0], [-0.3, -0.3, -0.5], [0.2, -0.2, -0.4], [0.1, -0.2, 0.3], [0.1, -0.2, 0.1], [-0.1, -0.1, -0.5], [-0.6, 0.7, -0.4], [0.3, -0.8, -0.8], [1.0, 0.6, 0.5], [-0.1, -0.1, 0.2], [0.1, 0.3, 0.2], [0.4, -0.5, 0.4], [0.5, 0.1, 0.2], [-0.1, 0.0, 0.1], [-0.5, -0.2, 0.1]], "lowdin_charge": [0.816, 0.140, 0.033, 0.076, 0.146, -0.262, 0.003, -0.055, -0.365, -0.199, -0.199, -0.101, 0.049, 0.075, 0.073, 0.086, 0.148, 0.145, 0.131, 0.095, 0.097, 0.093, 0.109, 0.108, -0.129, -0.159, -0.082, -0.080, 0.148, 0.145, 0.149, 0.132, 0.128, 0.133, -0.144, -0.135, -0.095, -0.079, 0.146, 0.138, 0.150, 0.129, 0.132, 0.129], "de_lowest_kj_mol": 0.0, "multiplicity": 1, "energy_ha": -2681.208858, "homo_lumo_gap_ha": 0.3069, "charge": 2}


3.
{"formula": "C5H13N2O", "method": "ωB97M-V with the def2-TZVPD basis set", "symbols": ["C", "C", "C", "C", "N", "N", "C", "O", "H", "H", "H", "H", "H", "H", "H", "H", "H", "H", "H", "H", "H"], "xyz": [[1.629403, 0.078546, -0.805376], [0.479691, 0.416476, 0.166223], [-0.613111, 1.300909, -0.637659], [-1.816009, 0.522977, -1.172229], [-1.621462, 0.015399, -2.533240], [-0.215890, -0.638525, 0.871658], [0.464210, -0.967047, 2.217017], [1.759064, -0.755309, 2.307838], [2.431732, -0.243231, -0.125924], [1.889499, 0.754756, -1.622006], [1.457617, -0.849470, -1.372938], [0.883678, 1.164598, 0.848152], [-0.995918, 2.045731, 0.077053], [-0.116067, 1.894931, -1.397884], [-2.680458, 1.234887, -1.181825], [-2.166109, -0.315692, -0.570935], [-1.410474, 0.848106, -3.099906], [-0.820462, -0.573356, -2.728201], [-0.209052, -1.435426, 0.237923], [0.169146, -2.069684, 2.454482], [-0.133111, -0.345932, 2.911814]], "forces_ev_per_a": [[0.2, -2.0, 0.7], [-1.5, 2.4, -2.2], [0.2, -0.8, 1.7], [0.0, 0.4, -0.5], [-0.7, 0.8, -1.2], [1.0, -0.4, 0.2], [-0.1, -0.7, -0.1], [0.4, -0.1, -0.1], [0.4, 0.5, -0.4], [0.0, 0.6, 0.6], [-0.5, -0.1, 0.1], [0.1, -0.5, 0.5], [-0.1, -0.1, 0.1], [-0.1, -0.2, -0.4], [0.4, -0.5, -0.4], [0.4, 0.2, 0.5], [-0.2, -0.2, -0.2], [0.2, -0.1, 0.8], [0.1, -0.2, 0.3], [-0.2, 0.8, -0.4], [-0.3, 0.2, 0.3]], "mulliken_spin": [1.402, -1.197, 1.774, 0.396, 1.029, -0.032, 0.115, -0.005, 0.119, -0.630, -0.174, -0.253, -0.548, 0.427, -0.190, -0.230, -0.708, -0.339, 0.031, 0.013, 0.001], "de_lowest_kj_mol": 76.1, "multiplicity": 2, "s2": 0.751, "energy_ha": -382.868374, "homo_lumo_gap_ha": [0.1088, 0.2539], "charge": -2}


4.
{"formula": "C4H12OS2", "method": "ωB97M-V with the def2-TZVPD basis set", "symbols": ["C", "C", "S", "S", "C", "C", "H", "H", "H", "H", "H", "H", "H", "H", "H", "H", "O", "H", "H"], "xyz": [[1.054481, 1.776953, -1.621552], [-0.122490, 2.809659, -1.457970], [-1.327702, 2.737079, -0.059504], [-1.948936, 0.764999, -0.387829], [-0.730207, -0.123367, 0.681526], [-0.934034, -1.578064, 0.473166], [1.524591, 2.108843, -2.479507], [0.476813, 0.853180, -1.837607], [1.801388, 1.659391, -0.802058], [-0.732403, 2.969881, -2.293950], [0.432911, 3.683592, -1.065101], [0.150197, 0.350634, 0.324364], [-0.780371, 0.206536, 1.653086], [-0.253128, -2.317034, 1.032515], [-0.810537, -1.866518, -0.610438], [-2.170441, -1.850941, 0.567528], [1.750924, -4.070571, 2.880255], [0.846188, -3.661898, 3.013826], [1.772754, -4.452353, 1.989252]], "forces_ev_per_a": [[-3.1, -0.9, 1.4], [2.4, 0.8, 3.5], [0.3, -1.7, -0.7], [-0.3, 0.5, 0.8], [-0.5, 0.5, -2.1], [-2.4, -2.9, -1.2], [1.2, 0.4, -1.9], [1.1, -0.1, 0.1], [-1.0, 0.3, -0.4], [-0.2, 0.2, -1.5], [-0.6, 0.4, -1.0], [1.3, -0.5, -0.4], [-0.8, 0.5, 2.4], [-1.3, 1.3, -0.4], [0.2, 0.5, 0.9], [3.5, 0.6, 0.4], [-1.4, 0.6, 0.1], [1.6, -0.9, -0.5], [-0.3, 0.2, 0.4]], "lowdin_charge": [-0.141, -0.587, 0.488, 0.478, -0.613, -0.208, 0.034, 0.053, 0.091, 0.035, 0.054, 0.013, 0.039, 0.073, 0.066, 0.135, -0.092, 0.055, 0.031], "de_lowest_kj_mol": 149.9, "multiplicity": 1, "energy_ha": -1031.160736, "smiles": "CCSSCC.O", "homo_lumo_gap_ha": 0.3473, "charge": 0}


5.
{"formula": "C4H6N2O3", "method": "ωB97M-V with the def2-TZVPD basis set", "symbols": ["N", "C", "C", "C", "O", "N", "O", "C", "O", "H", "H", "H", "H", "H", "H"], "xyz": [[-1.198251, -0.064126, -2.153391], [-0.260424, 0.670811, -1.321039], [0.094415, -0.038446, -0.046920], [0.956808, 0.352821, 0.941749], [1.849571, 1.432842, 0.845825], [0.839144, -0.439172, 2.115583], [-0.245432, -1.282351, 1.863246], [-0.654175, -1.181555, 0.558996], [-1.430935, -1.981875, 0.081583], [-2.111871, -0.097894, -1.689781], [-0.974110, -1.056491, -2.285242], [-0.801868, 1.642878, -1.133283], [0.618041, 0.916090, -1.919000], [2.760386, 1.113779, 1.216281], [0.558699, 0.012690, 2.925393]], "forces_ev_per_a": [[-0.8, -0.6, -0.3], [-0.8, 0.3, -0.5], [0.4, 0.2, 2.2], [-0.2, 0.9, -1.2], [1.1, -2.7, 1.5], [0.9, -0.5, -2.6], [-0.2, -1.0, 0.2], [-0.1, 0.2, -1.4], [0.6, 0.9, 0.8], [0.5, 0.1, -0.2], [0.3, 0.6, 0.2], [0.9, -0.8, 0.2], [0.1, 0.0, 0.2], [-2.4, 0.9, -0.9], [-0.2, 1.6, 1.8]], "lowdin_charge": [-0.017, -0.228, -0.055, -0.253, 0.046, 0.092, 0.039, -0.414, 0.095, 0.074, 0.077, 0.139, 0.114, 0.169, 0.123], "de_lowest_kj_mol": 305.0, "multiplicity": 1, "energy_ha": -491.184735, "smiles": "NCc1c(O)[nH]oc1=O", "homo_lumo_gap_ha": 0.3447, "charge": 0}


6.
{"formula": "C14H17N3", "method": "ωB97M-V with the def2-TZVPD basis set", "symbols": ["C", "C", "C", "N", "C", "C", "C", "C", "C", "C", "H", "H", "H", "H", "H", "H", "H", "H", "H", "C", "C", "C", "C", "N", "C", "N", "H", "H", "H", "H", "H", "H", "H", "H"], "xyz": [[4.845128, 1.356055, -0.950053], [4.145263, 2.105604, 0.122973], [4.703150, 3.055444, 0.941005], [3.768685, 3.313616, 1.943989], [2.596803, 2.671071, 1.682834], [1.324362, 2.658556, 2.303101], [0.378546, 1.840826, 1.750130], [0.598012, 0.986670, 0.628077], [1.783161, 1.076890, -0.053558], [2.749466, 1.943452, 0.473243], [4.826986, 0.291659, -0.668303], [5.846051, 1.695419, -1.204283], [4.253092, 1.362566, -1.879291], [5.626132, 3.556708, 0.726247], [3.977281, 3.754148, 2.821174], [1.148025, 3.305682, 3.157123], [-0.565868, 1.711218, 2.240576], [-0.042849, 0.172559, 0.325013], [1.975241, 0.623395, -1.020075], [-3.888881, -3.060622, -3.033087], [-4.334254, -2.068338, -1.968342], [-3.641332, -2.194492, -0.664688], [-4.212269, -2.425961, 0.580425], [-3.114399, -2.522203, 1.433283], [-2.009299, -2.242781, 0.716623], [-2.284963, -2.153185, -0.564632], [-4.756359, -3.473716, -3.551784], [-3.230583, -3.841565, -2.654590], [-3.416642, -2.647867, -3.932634], [-4.225881, -1.034837, -2.343696], [-5.408953, -2.121111, -1.732061], [-5.191694, -2.711743, 0.917249], [-3.221001, -2.819995, 2.381033], [-1.000173, -2.163110, 1.076977]], "forces_ev_per_a": [[-1.0, -0.6, -0.8], [0.2, 1.1, -0.6], [-1.4, -1.7, -0.4], [0.4, 1.1, 0.3], [-1.2, -0.7, -1.0], [1.3, 0.6, -0.1], [-0.5, -1.5, -0.2], [0.6, 0.2, 0.2], [0.3, 1.0, 0.2], [1.8, -0.3, 0.8], [0.5, 0.2, 0.0], [0.1, 0.0, 0.3], [0.2, 0.2, 0.1], [0.3, 0.1, 0.8], [0.0, 0.2, -0.1], [-0.3, -0.2, 0.0], [-0.4, 0.3, 0.2], [-0.8, 0.4, 0.1], [-0.1, -0.5, 0.3], [-0.4, -0.2, -1.2], [-0.6, 1.0, -0.1], [-0.7, -0.6, 0.7], [1.5, -0.5, -0.7], [-1.1, 0.6, 0.0], [0.3, -0.9, -0.8], [0.2, 1.1, 0.3], [-0.2, -0.6, 0.6], [-0.2, 0.0, 0.0], [0.5, 0.5, 0.6], [0.2, -0.3, 0.1], [0.2, -0.3, -0.3], [-0.1, 0.2, -0.1], [0.4, 0.2, 0.4], [0.0, -0.2, 0.5]], "lowdin_charge": [-0.062, -0.250, -0.044, 0.060, -0.212, -0.026, -0.099, -0.087, -0.033, -0.136, 0.087, 0.073, 0.077, 0.114, 0.146, 0.105, 0.089, 0.081, 0.113, -0.107, -0.215, -0.344, -0.040, 0.039, -0.207, 0.101, 0.062, 0.071, 0.067, 0.114, 0.107, 0.107, 0.138, 0.110], "de_lowest_kj_mol": 89.1, "multiplicity": 1, "energy_ha": -707.921783, "smiles": "Cc1c[nH]c2ccccc12.CCc1c[nH]cn1", "homo_lumo_gap_ha": 0.3164, "charge": 0}


7.
{"formula": "C3H4O2", "method": "ωB97M-V with the def2-TZVPD basis set", "symbols": ["C", "C", "O", "C", "O", "H", "H", "H", "H"], "xyz": [[1.080500, -0.367375, 0.201010], [0.026473, 0.639989, -0.138066], [0.173721, 1.836854, -0.237625], [-1.390663, 0.063213, -0.245536], [-1.602915, -1.111694, -0.418410], [0.847514, -0.652302, 1.232520], [2.088801, 0.044914, 0.142542], [0.970296, -1.270777, -0.405374], [-2.193728, 0.817177, -0.131061]], "forces_ev_per_a": [[0.0, 0.0, 0.0], [0.1, 0.3, 0.1], [-0.1, -0.5, 0.0], [-0.2, -0.4, 0.0], [0.1, 0.6, 0.1], [0.2, -0.1, 0.0], [-0.2, 0.0, 0.0], [0.0, 0.2, 0.1], [0.0, -0.1, -0.1]], "lowdin_charge": [-0.010, -0.408, 0.101, -0.172, 0.079, 0.101, 0.090, 0.088, 0.131], "de_lowest_kj_mol": 69.7, "multiplicity": 1, "energy_ha": -267.166244, "smiles": "CC(=O)C=O", "homo_lumo_gap_ha": 0.3476, "charge": 0}


8.
{"formula": "C4H11NO2", "method": "ωB97M-V with the def2-TZVPD basis set", "symbols": ["C", "C", "O", "O", "H", "H", "H", "C", "C", "N", "H", "H", "H", "H", "H", "H", "H", "H"], "xyz": [[2.505930, 2.108418, -0.734122], [1.443565, 1.081802, -0.523110], [1.365468, 0.319194, 0.412481], [0.633548, 0.941437, -1.592413], [3.359216, 1.521195, -1.109810], [2.802993, 2.495724, 0.242872], [2.217582, 2.860839, -1.457098], [-2.443850, -1.482410, 0.576370], [-1.526616, -2.534156, 1.168000], [-1.778888, -0.218544, 0.442609], [-2.810134, -1.762929, -0.420693], [-3.376073, -1.377433, 1.116441], [-2.017730, -3.484185, 1.367628], [-1.117377, -2.184353, 2.117074], [-0.763632, -0.445761, 0.453494], [-0.016866, 0.254956, -1.395659], [-1.999667, 0.402515, 1.238528], [-0.669819, -2.753817, 0.550351]], "forces_ev_per_a": [[0.2, -0.6, 0.5], [0.3, -0.5, -0.7], [-0.7, 0.0, 0.4], [-0.2, 0.5, 0.0], [-0.1, 0.3, -0.1], [-0.1, 0.2, -0.3], [0.0, 0.1, 0.1], [-1.6, 0.1, -0.8], [1.0, -0.1, 0.6], [0.9, -2.0, 3.0], [0.3, -0.4, -0.4], [-0.1, 0.3, 0.3], [-0.5, 0.2, -0.2], [-0.2, 0.0, 0.1], [0.4, 1.2, -0.8], [0.2, -0.1, -0.3], [-0.1, 0.7, -1.0], [0.3, 0.0, -0.5]], "mulliken_spin": [0.000, 0.000, 0.001, 0.005, 0.000, 0.000, 0.000, 0.015, 0.088, 0.811, 0.074, 0.010, 0.011, -0.005, -0.004, -0.003, -0.004, 0.000], "de_lowest_kj_mol": 44.4, "multiplicity": 2, "s2": 0.754, "energy_ha": -363.911492, "homo_lumo_gap_ha": [0.4047, 0.1936], "charge": 1}